154
Properties=species:S:1:pos:R:3:forces:R:3:lowdin_charge:R:1 method="wB97M-V/def2-TZVPD" total_energy_ha=-4579.9836 total_charge=+1 homo_ev=-10.0
S -0.63132 3.47684 -1.25050 0.22 0.21 -0.30 0.8616
S 1.03150 -5.75336 -3.94664 2.09 -2.48 -3.11 0.9087
S 1.35292 -1.94503 4.73971 3.74 -0.38 2.23 0.7387
F 0.50394 -4.32840 -4.53271 0.48 -1.09 1.35 -0.1449
F -0.56268 -7.38021 -2.57441 0.24 2.07 -0.35 0.1131
F 1.91736 -5.07991 -2.76231 -1.25 -0.29 -0.98 -0.1441
F 2.32675 -5.62741 -4.92537 -1.29 0.21 1.11 -0.1435
F 0.24853 -6.50495 -5.19477 0.66 0.99 1.39 -0.1608
F -1.89632 -5.49381 -1.06618 1.45 -0.04 -0.81 0.0662
F 0.23676 -5.64459 -0.53243 -0.64 0.46 -1.83 0.0870
F 1.58766 -7.24773 -3.52557 -0.15 2.00 -0.11 -0.1578
F -1.59329 -5.76259 -3.65088 1.73 0.07 1.03 0.0976
O 1.77675 -1.73911 6.12674 -2.03 0.14 -1.49 -0.3341
O -3.58018 -0.98988 3.66786 0.02 0.12 -0.32 -0.2264
O -0.35652 7.19370 -2.56561 0.38 0.03 0.01 -0.2043
O -4.14871 -5.31420 5.42960 0.38 -0.06 0.09 -0.2144
O 2.09235 -5.51830 -9.69468 0.16 0.32 0.20 -0.1875
O 2.53025 -2.26368 3.92637 -2.21 0.60 -0.68 -0.3406
N 4.33669 -6.93303 -10.78613 -0.19 0.21 -0.12 0.0381
N 0.29757 2.37847 1.05540 0.98 -1.53 0.07 -0.1929
N -5.40730 -7.48718 4.03922 0.23 0.30 -0.11 0.0413
N -4.63866 0.00400 6.14417 0.29 0.15 -0.28 0.0414
N 1.25455 0.32790 3.09734 0.63 -0.50 0.78 -0.0339
N 3.12146 6.89795 0.24025 1.57 0.55 -0.36 -0.1391
N -1.70551 9.60265 -3.34820 0.11 -0.11 0.31 0.0394
C 2.27099 -0.08298 0.79836 -0.05 -0.76 1.45 0.0182
C -0.47592 -6.03983 -2.88236 -2.42 -1.43 0.62 -0.3856
C 3.68849 2.26241 3.90413 0.01 0.62 -0.25 -0.1720
C 0.08961 9.28057 -4.96219 0.14 0.14 -0.17 -0.0700
C -5.44596 0.08499 4.92081 0.05 -0.43 0.03 -0.4269
C -2.46774 2.72274 -3.32646 0.16 -0.31 0.49 -0.1435
C 1.76210 6.86654 0.78574 -0.92 0.17 0.14 -0.1461
C 2.22728 2.29577 4.45282 0.49 -1.07 -0.31 -0.1052
C 0.93101 -0.04806 1.68072 -0.79 -1.08 -3.39 -0.3571
C -0.59075 -3.64562 -1.72371 -0.09 -0.07 -0.08 -0.0808
C 0.84572 4.24032 2.58861 0.67 -0.26 0.14 -0.1116
C 0.29383 -1.49872 1.50791 -0.34 0.06 -0.51 -0.1267
C -6.51645 -1.00101 4.96257 -0.24 0.00 0.00 -0.0629
C -0.00101 6.32216 -3.62678 -0.36 -0.10 0.03 -0.1128
C -0.24848 9.50284 -3.49148 -0.14 -0.32 -0.21 -0.4288
C 0.34329 8.43150 -2.55695 -0.07 0.19 0.21 -0.2106
C 1.25495 2.74714 2.13565 -0.98 0.87 -0.29 -0.2383
C 4.55222 -5.69418 -10.03059 -0.22 -0.22 0.27 -0.4322
C 3.28745 -4.81577 -10.00457 0.04 0.02 -0.36 -0.2063
C 0.20585 -1.89744 -0.04633 0.78 -0.97 0.93 -0.1851
C 4.60192 3.26453 3.97596 0.02 -0.85 -0.27 0.0260
C -0.97655 -2.89640 -0.35646 0.38 0.65 -1.53 -0.1399
C -4.05290 -2.27170 3.27382 0.17 -0.16 0.28 -0.0924
C 1.13130 1.80030 3.39556 0.46 3.41 0.20 -0.1936
C 2.08710 5.20957 2.70186 -0.73 0.64 0.13 -0.1940
C 3.84390 5.85972 -0.33018 2.37 -0.73 -1.23 -0.1377
C 5.15389 6.26755 -0.80119 -2.77 2.45 1.85 -0.0683
C 1.86502 -5.71385 -8.31010 -0.18 -0.26 -0.20 -0.1148
C -4.10540 -7.69049 4.68446 -0.25 0.10 0.30 -0.4309
C -4.31137 -8.47236 5.97794 0.09 -0.21 0.08 -0.0688
C -0.60324 -5.20646 -1.55690 -1.09 1.19 1.61 -0.3739
C 0.79204 2.73525 -0.29270 -1.26 0.24 -0.11 -0.4256
C 5.07633 -6.04710 -8.64189 0.23 0.05 0.12 -0.0739
C 3.91848 8.05146 0.19104 2.52 -0.57 -1.32 -0.0915
C -4.27103 -5.34303 6.84388 -0.31 0.17 -0.08 -0.0986
C -0.15294 0.97707 1.14853 -0.50 0.54 1.06 -0.1018
C -4.56970 0.03440 3.65544 0.06 0.38 0.14 -0.2047
C 5.18386 7.73088 -0.45655 -1.95 -1.44 0.59 -0.0797
C -1.48496 2.15914 -2.21840 0.11 -0.93 0.00 -0.5448
C -3.35500 -6.36039 4.88406 0.00 -0.01 -0.35 -0.2095
C 0.50188 -0.41162 4.15074 -1.33 0.41 1.30 -0.1617
C 1.68455 6.71414 2.35084 0.08 -1.32 0.04 -0.1435
H 0.78935 -5.81372 -8.15581 0.02 0.04 -0.08 0.0865
H 1.18347 1.87076 -0.89063 0.01 0.86 0.58 0.0843
H -4.01340 0.97611 3.59492 0.05 -0.06 0.03 0.1152
H -5.09423 -8.04444 6.60573 0.03 0.05 -0.07 0.0659
H 1.41219 8.27428 -2.74897 -0.01 -0.05 -0.13 0.1203
H 3.51792 4.79936 -0.46256 -0.33 1.31 0.42 0.0995
H -4.42862 -2.81691 4.14098 -0.12 -0.13 -0.15 0.0691
H 3.49832 -7.37431 -10.41082 0.15 -0.04 0.02 0.0699
H 2.33233 -6.64352 -7.97790 0.06 0.09 0.22 0.0769
H 2.68021 -1.13055 0.92310 -0.23 1.16 -0.15 0.1066
H 5.10707 -5.16398 -7.99783 -0.03 -0.03 -0.01 0.0758
H -3.98432 0.78427 6.15694 -0.16 0.05 0.15 0.0677
H -3.49271 -8.31448 4.02586 0.02 0.12 -0.05 0.1361
H 5.68464 2.99416 3.84878 -1.24 0.47 -0.42 0.0832
H -0.49097 8.47136 -5.40757 0.00 0.00 0.10 0.0641
H -5.90294 -6.77544 4.57432 -0.05 -0.18 0.02 0.0698
H 2.22471 -4.87142 -7.71212 0.09 -0.02 -0.01 0.0833
H -1.88799 -2.28531 -0.61862 0.70 -0.81 0.79 0.1243
H -5.12538 -5.95553 7.13725 0.12 -0.07 0.17 0.0787
H 0.40923 -2.95496 4.70875 0.20 0.65 -0.32 0.1080
H 3.13637 -4.41598 -11.01216 -0.06 -0.08 0.03 0.1212
H 1.23853 7.80432 0.46575 0.50 -0.81 0.21 0.1200
H -7.04140 -1.07167 4.00653 0.03 -0.02 0.03 0.0821
H -0.70635 1.51332 -2.70528 -0.62 0.56 0.47 0.0710
H 5.33708 -5.12041 -10.53400 -0.11 0.03 -0.06 0.1346
H -0.12624 10.18159 -5.54031 -0.04 -0.06 0.09 0.0788
H -2.08508 8.66299 -3.45499 0.00 0.12 -0.12 0.0689
H -3.20696 -2.83496 2.87336 0.02 0.07 -0.02 0.0750
H -1.00431 0.96211 1.90319 0.75 -0.19 -0.80 0.1458
H 4.07368 -6.69259 -11.73965 0.15 -0.07 0.01 0.0735
H 2.34377 7.42889 2.90462 -0.44 -0.51 -0.74 0.1159
H 3.41148 -3.94966 -9.34215 0.02 -0.07 0.13 0.1168
H 0.93069 -2.31032 1.96603 -0.68 1.00 -0.17 0.1143
H -0.62370 6.52126 -4.50212 0.19 0.00 -0.15 0.0775
H 0.26412 8.80308 -1.52958 -0.09 -0.05 -0.02 0.1073
H -3.38862 -8.51437 6.56257 -0.04 0.02 0.00 0.0795
H 4.37631 4.34549 4.11217 0.08 -1.14 0.59 0.0661
H -0.61337 0.70315 0.16817 0.61 -0.10 0.88 0.1188
H -0.75528 -1.53362 1.92126 1.00 0.09 -0.24 0.1140
H -1.92359 9.84025 -2.38259 -0.03 0.13 -0.11 0.0716
H 2.19703 1.57552 5.32797 0.10 0.76 -0.75 0.1270
H -6.10691 -1.98414 5.20087 0.06 0.06 -0.03 0.0642
H -4.82273 -2.20611 2.50080 -0.03 0.06 0.05 0.0973
H 1.21382 6.01131 0.28990 0.53 0.89 0.52 0.1220
H 1.15072 9.05147 -5.09072 -0.04 -0.02 0.01 0.0796
H -4.46426 -4.32462 7.18536 0.04 0.00 -0.08 0.0845
H 2.07403 0.05707 -0.28837 0.24 0.21 1.07 0.0880
H -7.25805 -0.77157 5.73032 0.11 0.01 -0.02 0.0822
H 0.39402 -3.24614 -2.08628 -0.82 -0.75 0.35 0.1114
H -1.32820 -3.40848 -2.54601 0.67 -0.36 0.97 0.1399
H -0.20391 5.29956 -3.30376 0.07 0.12 0.07 0.0227
H 6.02216 8.43251 -0.67186 -1.01 -0.65 0.34 0.0896
H 2.87905 4.88283 1.97531 -0.46 0.28 0.97 0.0956
H 2.44202 5.19339 3.76441 0.06 -0.11 -1.07 0.0918
H 0.47951 0.25629 5.06198 0.26 -0.96 -0.83 0.1277
H 2.27744 2.79722 1.67272 -0.53 -0.33 0.94 0.1346
H -2.43841 -6.49842 5.47146 -0.07 -0.05 0.14 0.1169
H -4.03597 -0.81319 6.05586 -0.18 -0.03 0.11 0.0641
H 4.47224 -6.80948 -8.14769 -0.04 0.04 -0.08 0.0636
H 0.63739 6.85564 2.74481 0.93 0.13 -0.68 0.1200
H 2.25926 0.10021 3.24516 -0.45 -0.10 -0.13 0.1533
H -5.17802 -0.02539 2.74525 -0.04 -0.15 0.03 0.1212
H -2.26191 2.16422 -4.27318 -0.25 0.64 0.72 0.0773
H 5.95174 5.66902 -1.28954 -0.99 0.51 0.51 0.0894
H -3.35987 -5.70486 7.32774 -0.02 -0.08 -0.04 0.0920
H -4.60862 -9.49925 5.75577 -0.02 0.11 -0.04 0.0802
H 4.01462 1.33089 3.35498 -0.19 0.65 1.24 0.1045
H 0.22545 -1.01226 -0.72994 -0.37 -0.78 0.56 0.1074
H 1.51811 3.58130 -0.17435 -0.51 -0.89 -0.41 0.0672
H -2.07816 1.52437 -1.50980 0.55 0.45 -0.62 0.0566
H -2.33608 3.82283 -3.49854 -0.18 -1.03 0.15 0.0637
H -3.04037 -6.00244 3.89752 -0.09 0.04 0.01 0.1131
H -5.25854 -7.04549 3.13400 -0.06 -0.18 -0.03 0.0705
H 0.13824 2.05448 3.87288 0.79 -0.88 -0.77 0.1668
H -5.96523 1.04840 4.91884 0.13 0.03 -0.06 0.1383
H -3.51971 2.48812 -3.00263 1.02 0.52 -0.46 0.0797
H 0.09252 4.62564 1.84571 0.78 -0.48 0.68 0.1197
H 1.16148 -2.46728 -0.25659 -0.96 0.71 0.13 0.1203
H 3.04171 0.60744 1.22904 -0.65 -0.29 -0.82 0.0893
H 0.18871 10.46419 -3.20307 -0.01 -0.06 0.11 0.1364
H 6.09245 -6.44204 -8.70992 -0.10 -0.01 -0.05 0.0770
H 1.05836 6.40042 -3.88705 -0.01 0.09 -0.03 0.0954
H -1.17542 -3.63064 0.46510 0.18 0.81 -0.69 0.1191
H 1.96811 3.30010 4.87602 0.12 -0.92 -0.62 0.1245
H -0.59031 -0.57836 3.90655 1.28 0.00 -0.16 0.1361
H 0.33357 4.17767 3.59285 0.30 0.20 -1.04 0.1193
H 3.63268 9.05739 0.57968 -0.08 -1.31 -0.36 0.1202